# 1
93
Properties=species:S:1:pos:R:3:forces:R:3:mulliken_charge:R:1 method="wB97M-V/def2-TZVPD" charge=+2 homo_ev=-13.66 spin_multiplicity=1
Hf 0.4121 1.1864 -0.3956 -0.4 -0.4 0.3 -0.205
C -1.8166 -4.1037 3.5675 0.0 0.0 -0.1 -1.618
C -2.0088 -3.9063 2.0516 0.0 -0.1 0.1 1.632
C -2.8122 -5.0779 1.4600 0.0 0.0 0.0 -1.702
C -2.7638 -2.6142 1.7970 0.1 0.0 0.0 1.113
C -4.0691 -2.4555 2.2556 0.0 0.0 0.0 -0.490
C -4.8080 -1.3113 2.0056 -0.1 0.1 0.0 -1.575
C -4.2621 -0.2959 1.2422 0.1 0.0 0.0 -0.073
C -2.9615 -0.4251 0.7729 0.4 -0.1 -0.3 0.053
P -2.2082 0.8702 -0.2453 -1.4 0.2 0.9 1.914
C -3.4112 1.2528 -1.5402 0.3 0.0 -0.2 0.695
C -3.4614 2.5260 -2.1116 0.0 -0.1 0.0 -0.698
C -4.3544 2.7769 -3.1403 0.0 0.1 0.0 -0.901
C -5.1737 1.7629 -3.6175 0.0 0.0 0.0 -0.590
C -5.0999 0.4888 -3.0720 0.0 0.0 0.0 -0.779
C -4.2169 0.2284 -2.0372 0.0 0.0 0.1 -0.812
C -2.1563 2.2685 0.9350 0.1 -0.2 -0.1 0.468
C -3.1264 3.2504 1.0785 0.1 0.1 -0.1 -0.673
C -2.9376 4.2659 2.0068 -0.1 -0.1 -0.1 -0.801
C -1.7904 4.3061 2.7890 0.0 0.0 0.0 -0.752
C -0.8338 3.3082 2.6792 0.3 0.0 0.2 -0.775
C -1.0228 2.2908 1.7582 -0.4 -0.1 -0.5 0.201
C -2.2130 -1.5577 1.0881 -0.2 0.1 0.0 -0.748
O -0.8958 -1.5361 0.6600 -0.1 -0.2 0.2 0.225
C -0.1500 -2.6930 0.8065 0.3 -0.2 -0.1 -0.635
C 1.1474 -2.6273 0.3010 -0.3 0.4 0.2 0.222
C 1.9789 -3.7367 0.3658 0.0 0.1 0.0 -0.334
C 1.4958 -4.9106 0.9144 0.1 -0.1 0.0 -1.420
C 0.2106 -4.9517 1.4269 0.0 0.0 0.0 -0.666
C -0.6372 -3.8469 1.4011 -0.1 0.2 0.0 0.827
P 1.7306 -1.0761 -0.4325 0.8 -1.7 -0.8 1.319
C 1.7430 -1.4370 -2.2174 0.0 0.1 0.2 0.899
C 0.7621 -0.7964 -2.9763 0.3 -0.1 0.2 0.139
C 0.6230 -1.0564 -4.3275 -0.2 0.1 -0.1 -1.114
C 1.4820 -1.9643 -4.9314 0.0 0.0 0.0 -0.744
C 2.4714 -2.5951 -4.1895 0.1 0.0 0.0 -0.849
C 2.6020 -2.3406 -2.8312 0.0 0.0 0.0 -0.295
C 3.4138 -0.9155 0.2129 -0.1 0.1 0.0 0.550
C 4.5352 -0.7057 -0.5827 -0.1 0.0 0.0 -0.460
C 5.7661 -0.4813 0.0184 0.1 0.0 -0.1 -0.775
C 5.8753 -0.4519 1.3999 0.0 0.0 0.0 -0.674
C 4.7559 -0.6670 2.1959 0.0 0.0 0.0 -0.795
C 3.5261 -0.8975 1.6059 0.0 0.0 -0.1 -0.713
H -2.7783 -4.1541 4.0784 0.0 0.0 0.0 0.403
H -1.2437 -3.2793 3.9943 0.0 0.0 0.0 0.369
H -1.2829 -5.0332 3.7644 0.0 0.0 0.0 0.417
H -3.8057 -5.1309 1.9028 0.0 0.0 0.0 0.417
H -2.3143 -6.0261 1.6589 0.0 0.0 0.0 0.412
H -2.9227 -4.9622 0.3812 0.0 0.0 0.0 0.388
H -4.5242 -3.2535 2.8277 0.0 0.0 0.0 0.469
H -5.8133 -1.2170 2.3925 0.0 0.0 0.0 0.444
H -4.8342 0.5905 0.9981 -0.1 0.0 0.0 0.584
H -2.8193 3.3211 -1.7550 0.0 0.0 0.0 0.479
H -4.4076 3.7690 -3.5681 0.0 0.0 0.0 0.485
H -5.8741 1.9642 -4.4170 0.0 0.0 0.0 0.434
H -5.7324 -0.3030 -3.4499 0.0 0.0 0.0 0.446
H -4.1674 -0.7623 -1.6010 0.0 0.0 0.0 0.448
H -4.0209 3.2288 0.4705 0.0 0.0 0.0 0.489
H -3.6948 5.0309 2.1156 0.0 0.0 0.0 0.473
H -1.6461 5.1118 3.4953 0.0 0.0 0.0 0.464
H 0.0405 3.3208 3.3166 0.0 0.0 -0.1 0.485
H -0.3279 1.4379 1.7491 -0.1 0.0 0.5 0.169
H 2.9976 -3.6673 0.0070 0.0 -0.1 0.0 0.520
H 2.1266 -5.7877 0.9577 0.0 0.0 0.0 0.443
H -0.1419 -5.8715 1.8746 0.0 0.0 0.0 0.440
H 0.0854 -0.0740 -2.4980 -0.2 -0.1 -0.2 0.086
H -0.1430 -0.5564 -4.9055 0.0 0.0 0.0 0.545
H 1.3799 -2.1804 -5.9861 0.0 0.0 0.0 0.430
H 3.1455 -3.2911 -4.6708 0.0 0.0 0.0 0.470
H 3.3692 -2.8410 -2.2546 0.0 0.0 0.0 0.400
H 4.4541 -0.7233 -1.6628 0.0 0.0 0.0 0.478
H 6.6426 -0.3314 -0.5990 0.0 0.0 0.0 0.475
H 6.8363 -0.2679 1.8623 0.0 0.0 0.0 0.457
H 4.8423 -0.6556 3.2741 0.0 0.0 0.0 0.501
H 2.6529 -1.0763 2.2247 0.0 0.0 0.0 0.422
Cl 6.9680 4.2190 -0.3695 0.1 0.0 0.0 -0.168
C 5.4509 3.4968 -0.0312 -0.2 -0.1 0.1 0.245
C 4.7032 2.9594 -1.0677 0.0 0.0 -0.2 -0.867
C 3.4869 2.3850 -0.7654 0.1 0.2 0.4 1.487
Cl 2.5368 1.6393 -2.0286 0.1 0.0 -0.1 -0.116
C 2.9699 2.3256 0.5239 0.7 0.3 0.3 -1.178
O 1.7696 1.7683 0.7921 0.6 0.4 0.4 0.181
C 3.7609 2.8611 1.5460 -0.3 -0.1 -0.1 0.784
Cl 3.1685 2.7648 3.1571 0.0 0.0 0.1 -0.194
C 4.9833 3.4444 1.2765 0.1 0.0 0.0 -0.639
H 5.0689 2.9792 -2.0854 0.0 0.0 0.0 0.525
H 5.5719 3.8613 2.0820 0.0 0.0 0.0 0.512
B -0.3465 5.4634 -1.5451 0.0 0.5 0.1 0.319
C -0.2077 3.9730 -1.4990 -0.1 -0.5 -0.2 0.355
N -0.1587 2.7948 -1.4583 -0.2 1.2 -0.9 -0.620
H 0.7557 5.9225 -1.3978 0.1 0.0 0.0 -0.066
H -0.8080 5.7339 -2.6204 -0.1 -0.1 -0.1 -0.043
H -1.0910 5.7313 -0.6345 -0.1 0.0 0.1 -0.053



# 2
18
Properties=species:S:1:pos:R:3:forces:R:3:mulliken_charge:R:1 method="wB97M-V/def2-TZVPD" charge=+1 homo_ev="-13.53 / -13.53" spin_multiplicity=1
C -0.8458 1.0467 -3.8532 0.1 0.8 -1.0 0.716
C -2.9546 -0.2152 1.8184 -0.3 -0.8 2.1 0.511
C -0.2231 -1.7633 -0.5736 -0.5 -3.4 -1.9 -0.544
C 1.2896 2.3678 0.5247 -2.9 1.4 -0.1 -0.835
N -0.3885 0.1786 -3.1398 0.4 -0.7 2.4 -0.581
N -3.8763 0.0333 2.5470 0.7 -0.8 -1.7 -0.385
N -0.0762 -0.4286 -0.4842 0.9 6.9 -1.0 0.320
N -0.0652 0.6125 -1.0230 -0.6 -4.4 -1.7 -0.058
O -1.1742 1.8069 -4.6755 -0.3 0.0 0.3 -0.373
O -2.0367 -0.7336 1.3008 -0.2 0.6 -0.9 -0.442
S 0.3949 2.1883 -1.1121 0.9 -0.2 1.6 0.324
H -0.5206 -2.0083 0.4196 0.4 -1.2 0.7 0.387
H -1.0621 -2.1177 -1.2538 0.7 0.9 0.4 0.316
H 0.7231 -2.2134 -1.0236 -1.0 0.5 1.0 0.324
H 2.2684 2.0383 0.6240 1.8 -1.1 -0.6 0.371
H 0.6696 2.0055 1.3807 0.3 0.5 -0.9 0.311
H 1.3119 3.4683 0.4707 0.0 -0.2 0.6 0.355
H -4.1114 0.7901 3.1166 -0.4 1.2 0.7 0.283



# 3
79
Properties=species:S:1:pos:R:3:forces:R:3:mulliken_charge:R:1 method="wB97M-V/def2-TZVPD" charge=0 homo_ev=-6.98 spin_multiplicity=1
Pt 0.3259 0.3799 0.5928 0.1 0.2 -0.1 0.724
C -0.4461 4.5050 0.0322 0.0 0.0 0.1 -1.343
C -0.5409 3.0858 0.4844 -0.1 0.0 0.4 0.243
N 0.5084 2.4053 0.8550 0.4 0.0 -0.5 -0.358
O 1.7156 3.1072 0.7103 0.1 0.0 -0.1 -0.238
C -1.7771 2.4103 0.6303 -0.1 -0.1 -0.2 0.672
C -3.1104 3.0873 0.6138 0.0 0.0 0.0 -1.644
N -1.6603 1.1055 0.9305 -0.1 -0.5 0.0 0.532
O -2.6630 0.4519 1.2287 0.2 -0.1 0.2 -0.656
H 0.3753 4.6197 -0.6732 0.0 0.0 0.0 0.337
H -0.2361 5.1618 0.8788 0.0 0.0 0.0 0.289
H -1.3768 4.8171 -0.4329 0.0 0.0 0.0 0.370
H 2.2450 2.7874 1.4540 0.0 0.0 0.0 0.250
H -3.0989 4.0250 1.1727 0.0 0.0 0.0 0.416
H -3.8403 2.4223 1.0675 0.0 0.0 0.0 0.400
H -3.4458 3.3062 -0.4038 0.0 0.0 0.0 0.320
C -0.0835 -5.1311 1.6630 0.0 -0.1 0.0 -0.722
Si -0.8888 -5.1864 -0.0259 0.0 0.1 0.0 0.181
C 0.3794 -5.3773 -1.3935 0.0 -0.1 0.0 -0.458
C -2.0266 -6.6780 -0.0743 0.0 0.0 0.0 -1.148
C -1.9047 -3.6555 -0.4283 0.2 0.1 0.1 0.447
C -3.1817 -3.8143 -0.9572 0.0 -0.1 0.0 -0.186
C -3.9223 -2.7300 -1.3993 -0.1 0.0 0.0 -0.728
C -3.3360 -1.4836 -1.3165 0.2 0.0 0.1 -0.484
N -2.1241 -1.2808 -0.8083 0.3 -0.3 -0.1 -0.289
C -1.4315 -2.3244 -0.3440 -0.2 0.4 -0.1 -0.164
S 0.1427 -1.9522 0.4157 -0.5 0.3 -0.3 0.116
H 0.4281 -6.0786 1.8583 0.0 0.0 0.0 0.292
H -0.8346 -4.9842 2.4429 0.0 0.0 0.0 0.355
H 0.6410 -4.3232 1.7489 0.0 0.0 0.0 0.016
H 0.9708 -6.2901 -1.2757 0.0 0.0 0.0 0.342
H 1.0599 -4.5270 -1.4178 0.0 0.1 0.0 -0.307
H -0.1295 -5.4228 -2.3602 0.0 0.0 0.0 0.366
H -1.4627 -7.5797 0.1794 0.0 0.0 0.0 0.295
H -2.4604 -6.8310 -1.0654 0.0 0.0 0.0 0.305
H -2.8453 -6.5851 0.6437 0.0 0.0 0.0 0.339
H -3.6116 -4.8076 -1.0293 0.0 0.0 0.0 0.278
H -4.9181 -2.8525 -1.8038 0.0 0.0 0.0 0.405
H -3.8564 -0.5944 -1.6574 0.0 0.0 0.0 0.369
C 5.6872 -2.0588 -1.4378 0.0 0.1 0.0 -1.058
Si 3.8275 -2.0774 -1.2043 -0.2 -0.1 -0.2 0.568
C 3.5002 -3.5751 -0.1358 0.0 0.1 0.2 -0.243
C 3.0004 -2.1919 -2.8771 -0.1 0.0 0.0 -1.130
Sb 2.8472 0.0750 -0.1396 0.1 -0.3 0.6 -1.089
Si 4.2350 2.0133 -1.1336 -0.2 0.2 -0.3 0.896
C 3.2180 2.6372 -2.5778 0.0 0.0 0.0 -1.116
C 4.6813 3.4288 0.0122 0.0 -0.1 0.2 -1.012
C 5.8707 1.3738 -1.7908 0.0 0.0 0.0 -1.215
Si 3.9217 -0.1762 2.1704 0.1 0.1 0.1 0.463
C 3.6437 1.3876 3.1790 -0.1 0.0 0.0 -1.192
C 5.7742 -0.4729 2.0670 0.0 0.0 0.0 -1.025
C 3.1139 -1.5988 3.0697 -0.1 0.0 -0.1 -1.022
H 5.9286 -3.0316 -1.8809 0.0 0.0 0.0 0.397
H 6.2320 -1.9803 -0.4955 0.0 0.0 0.0 0.240
H 6.0543 -1.2891 -2.1110 0.0 0.0 0.0 0.318
H 3.6003 -4.4707 -0.7557 0.0 0.0 0.0 0.388
H 2.5125 -3.5698 0.3200 -0.1 0.0 0.0 -0.327
H 4.2500 -3.6365 0.6590 0.0 0.0 0.0 0.457
H 3.3155 -3.1018 -3.3968 0.0 0.0 0.0 0.406
H 3.2629 -1.3362 -3.5048 0.0 0.0 0.0 0.362
H 1.9129 -2.2142 -2.7722 0.0 0.0 0.0 0.265
H 2.1766 2.8006 -2.2932 0.0 0.0 0.0 0.244
H 3.2286 1.9094 -3.3933 0.0 0.0 0.0 0.313
H 3.6219 3.5792 -2.9601 0.0 0.0 0.0 0.365
H 3.8259 4.0027 0.3640 0.0 0.0 -0.1 0.213
H 5.3267 4.0963 -0.5672 0.0 0.0 0.0 0.446
H 5.2607 3.0932 0.8767 0.0 0.0 0.0 0.278
H 5.7409 0.7841 -2.6994 0.0 0.0 0.0 0.304
H 6.4310 0.7764 -1.0703 0.0 0.0 0.0 0.293
H 6.4793 2.2473 -2.0453 0.0 0.0 0.0 0.439
H 4.0959 2.2809 2.7388 0.0 0.0 0.0 0.274
H 4.1154 1.2426 4.1561 0.0 0.0 0.0 0.408
H 2.5807 1.5693 3.3660 0.0 0.0 -0.1 0.324
H 6.2780 0.2151 1.3838 0.0 0.0 0.0 0.254
H 5.9907 -1.4930 1.7412 0.0 0.0 0.0 0.264
H 6.2161 -0.3426 3.0597 0.0 0.0 0.0 0.409
H 2.0327 -1.4607 3.1455 0.0 0.0 0.0 0.228
H 3.5303 -1.6628 4.0799 0.0 0.0 0.0 0.451
H 3.2859 -2.5533 2.5673 0.0 0.0 0.0 0.228



# 4
7
Properties=species:S:1:pos:R:3:forces:R:3:mulliken_charge:R:1 method="wB97M-V/def2-TZVPD" charge=0 homo_ev=-11.26 spin_multiplicity=1
C 2.0204 0.6844 -2.4660 1.0 -3.3 -0.5 0.418
C 0.4785 2.4648 -1.7833 -0.4 -0.1 0.1 0.669
N 2.5094 -0.3465 -2.7004 -0.3 1.4 0.1 -0.380
N 1.4025 1.7533 -2.1559 -2.8 3.9 1.3 -0.296
O -0.3953 3.1890 -1.4238 2.6 -1.9 -1.0 -0.410
H -0.8506 -1.2600 2.3188 -0.8 -2.4 -2.7 -0.001
H -1.0361 -1.8375 1.6470 0.8 2.4 2.7 0.001



Strongest force on any atom for every record listed, in sequence, given in eV/Å: 2.02 6.99 0.65 4.97.